[1]
DFT (wB97M-V/def2-TZVPD) results for a molecular structure, C10H13NO5Ti at a distorted geometry.

Each line ends with the Löwdin spin population.
CARTESIAN COORDINATES (ANGSTROEM)
Ti: 0.230 1.587 -0.237  1.4376
C: 0.269 2.149 1.704  0.0724
O: 0.315 2.445 2.837  0.0794
C: 0.236 3.669 -0.729  0.0470
O: 0.229 4.822 -0.808  0.0497
C: -1.879 1.740 -0.505  0.0635
O: -3.033 1.856 -0.458  0.0702
C: 2.348 1.634 -0.424  0.0585
O: 3.497 1.681 -0.338  0.0647
C: 0.228 0.028 -5.112  -0.0004
H: 1.162 -0.545 -5.043  0.0000
H: -0.704 -0.544 -5.019  0.0000
C: 0.225 1.329 -5.422  -0.0004
H: -0.710 1.878 -5.597  0.0000
H: 1.156 1.877 -5.621  0.0000
C: -0.462 -2.721 3.069  0.0003
N: 0.137 -1.950 1.973  0.0038
C: 1.487 -2.304 1.540  0.0004
C: -0.458 -0.903 1.416  0.0047
C: -1.789 -0.431 1.878  0.0044
O: 0.215 -0.294 0.490  0.0413
H: 0.247 -3.509 3.347  0.0000
H: -1.409 -3.192 2.751  0.0003
H: -0.648 -2.094 3.960  0.0001
H: 1.487 -2.565 0.474  0.0004
H: 2.188 -1.480 1.726  -0.0002
H: 1.795 -3.172 2.129  0.0000
H: -1.717 0.577 2.286  0.0022
H: -2.508 -0.475 1.060  -0.0001
H: -2.136 -1.090 2.674  0.0002

Gap between HOMO and LUMO (spin up / spin down)   0.185 / 0.193 Ha
Highest occupied orbital energy (spin up / spin down)   -0.5539 / -0.5540 Eh
Spin multiplicity   3
LUMO (spin up / spin down)   -0.36927 / -0.36075 Eh
Expectation value of S²   2.008
Charge   +2
Relative energy (zero: lowest compared OMol25 entry of this formula, charge and spin)   89.3 kJ/mol

[2]
DFT (wB97M-V/def2-TZVPD) results for 2 unconnected molecules or ions with the total composition C10H13NO6P at a distorted geometry.

Each line ends with the Mulliken charge.
CARTESIAN COORDINATES (ANGSTROEM)
C: 0.488 -4.278 1.604  -1.2087
C: 0.992 -2.866 1.375  -0.2753
O: 0.187 -1.919 2.116  -0.2885
P: 0.280 -0.356 1.715  0.8972
C: 1.638 0.298 2.639  -0.6935
C: 2.797 0.782 2.071  0.4369
N: 3.829 1.203 1.667  -0.7351
O: 0.310 -0.048 0.266  -0.8331
O: -1.065 0.202 2.462  -0.3592
C: -2.346 -0.157 1.855  -0.2202
C: -3.304 1.014 1.902  -1.2610
H: 1.155 -4.976 1.088  0.3792
H: 0.483 -4.539 2.668  0.2979
H: -0.517 -4.410 1.185  0.2921
H: 2.035 -2.761 1.702  0.3112
H: 0.929 -2.599 0.311  0.3324
H: 1.663 0.114 3.711  0.3535
H: -2.166 -0.443 0.803  0.3299
H: -2.725 -1.022 2.414  0.2903
H: -4.321 0.690 1.658  0.4020
H: -3.327 1.495 2.883  0.2897
H: -3.017 1.754 1.150  0.2814
C: 0.532 3.139 2.408  -0.0620
C: 1.026 3.958 1.461  -0.6411
C: 1.793 5.025 2.128  0.5182
O: 2.342 6.016 1.710  -0.5592
O: 1.796 4.714 3.509  -0.3276
C: 1.072 3.537 3.723  0.3948
O: 0.998 3.017 4.814  -0.5493
H: -0.081 2.252 2.296  0.7966
H: 0.911 3.915 0.381  0.4102

Gap between HOMO and LUMO   0.218 Ha
Highest occupied orbital energy   -0.1348 Eh
LUMO   0.08282 Eh
Charge   -1

[3]
DFT (wB97M-V/def2-TZVPD) results for a molecular structure, C10H13O3 at a distorted geometry.

Each line ends with the Mulliken charge.
CARTESIAN COORDINATES (ANGSTROEM)
C: 0.284 -1.517 -3.593  -0.1413
C: 1.355 -1.143 -4.589  -1.1452
C: -0.793 -0.429 -3.426  0.5037
O: -1.008 -0.095 -2.188  -0.6387
O: -1.455 0.001 -4.355  -0.6902
H: -0.333 -2.379 -3.877  0.2413
H: 0.574 -1.753 -2.571  0.2517
H: 0.861 -0.937 -5.549  0.2725
H: 2.123 -1.867 -4.831  0.3399
H: 1.819 -0.191 -4.326  0.2888
C: -0.700 1.253 4.826  -1.3939
C: 0.261 0.190 0.704  0.1699
C: -0.756 1.114 1.001  -0.3422
C: 0.912 -0.402 1.842  -0.4808
C: -1.115 1.443 2.298  -0.5870
C: 0.644 0.020 3.131  -0.5766
C: -0.425 0.926 3.371  0.9708
O: 0.705 -0.079 -0.490  -0.7470
H: -0.150 -0.049 -1.343  0.5001
H: -1.339 1.509 0.173  0.3913
H: 1.542 -1.256 1.621  0.3254
H: -1.896 2.142 2.590  0.2435
H: 1.063 -0.463 4.006  0.2902
H: -1.469 2.019 4.924  0.3514
H: 0.193 1.643 5.325  0.3098
H: -0.897 0.302 5.326  0.2925

Gap between HOMO and LUMO   0.273 Ha
Highest occupied orbital energy   -0.1498 Eh
LUMO   0.12346 Eh
Charge   -1
Relative energy (zero: lowest compared OMol25 entry of this formula, charge and spin)   41.8 kJ/mol

[4]
DFT (wB97M-V/def2-TZVPD) results for 2 unconnected molecules or ions with the total composition C10H13O3 at a distorted geometry.

Each line ends with the Mulliken charge.
CARTESIAN COORDINATES (ANGSTROEM)
C: -1.827 -3.132 -1.013  -0.4120
C: -0.667 -2.593 -0.188  -0.4526
C: -1.432 -3.531 -2.444  0.4447
O: -0.933 -4.647 -2.552  -0.7361
O: -1.764 -2.712 -3.279  -0.7039
H: -2.139 -3.986 -0.599  0.3957
H: -2.722 -2.388 -1.117  0.1711
H: -0.526 -1.508 -0.147  -0.3332
H: 0.304 -3.122 -0.565  0.3040
H: -0.750 -2.877 0.963  0.2188
C: 2.297 3.053 2.220  -1.6495
C: -0.366 1.204 -0.431  0.6408
C: -0.227 0.584 0.896  -0.4587
C: 0.329 2.278 -0.957  -0.8585
C: 0.671 1.227 1.749  -0.6178
C: 1.244 2.803 -0.059  -0.2172
C: 1.401 2.286 1.219  0.9985
O: -1.094 0.679 -1.413  -0.5000
H: -1.559 -0.111 -1.198  0.2997
H: -0.877 -0.277 1.202  0.4973
H: 0.148 2.580 -1.949  0.4781
H: 0.868 0.747 2.760  0.2403
H: 1.973 3.587 -0.464  0.1723
H: 3.156 3.420 1.648  0.3159
H: 2.612 2.547 3.043  0.4310
H: 1.882 3.889 2.675  0.3315

Gap between HOMO and LUMO   0.249 Ha
Highest occupied orbital energy   -0.1448 Eh
LUMO   0.10471 Eh
Charge   -1
Relative energy (zero: lowest compared OMol25 entry of this formula, charge and spin)   256.4 kJ/mol

[5]
DFT (wB97M-V/def2-TZVPD) results for 2 unconnected molecules or ions with the total composition C10H13O4S at a distorted geometry.

Each line ends with the Mulliken charge.
CARTESIAN COORDINATES (ANGSTROEM)
C: 1.005 -3.441 -0.117  -0.6206
C: -0.123 -2.623 0.087  -0.3314
C: 2.218 -2.766 -0.041  -0.5757
C: 0.023 -1.328 0.509  0.5273
C: 2.342 -1.403 0.200  -0.7447
C: 1.190 -0.677 0.506  0.4614
C: 0.355 3.116 0.532  -1.3801
C: 0.270 1.211 -1.267  -1.4563
C: 0.262 1.589 0.219  1.4304
C: 1.313 0.766 0.911  0.1991
O: -2.444 0.528 1.114  -0.6119
O: -3.088 0.290 -1.538  -0.5537
O: -4.791 0.392 0.195  -0.6442
O: 2.048 1.212 1.746  -0.6264
S: -3.393 -0.147 0.192  0.4873
H: 0.945 -4.477 -0.303  0.4750
H: -1.021 -3.293 0.109  0.2589
H: 3.106 -3.335 -0.112  0.3785
H: -0.798 -0.639 0.608  0.0448
H: 3.144 -0.703 0.229  0.4217
H: 0.943 3.296 1.566  0.2473
H: -0.640 3.455 0.885  0.3733
H: 0.859 3.620 -0.276  0.3108
H: -0.634 1.506 -1.769  0.3894
H: 1.229 1.543 -1.692  0.4080
H: 0.120 0.155 -1.390  0.3320
H: -0.636 1.182 0.567  -0.4810
H: -3.806 0.973 -1.672  0.2811

Gap between HOMO and LUMO   0.287 Ha
Highest occupied orbital energy   -0.1698 Eh
LUMO   0.11718 Eh
Charge   -1
Relative energy (zero: lowest compared OMol25 entry of this formula, charge and spin)   45.2 kJ/mol

[6]
DFT (wB97M-V/def2-TZVPD) results for a molecular structure, C10H13P at a distorted geometry.

Each line ends with the Löwdin spin population.
CARTESIAN COORDINATES (ANGSTROEM)
C: 0.089 -2.073 1.166  0.0495
C: 0.435 -1.015 1.840  0.0279
C: 2.149 -0.312 0.317  0.6301
C: 0.109 -1.817 -0.307  0.0455
C: 1.592 -1.920 -0.703  0.4059
C: 0.832 0.092 0.776  0.0785
C: -0.134 -0.254 -0.380  0.0284
C: 1.032 1.557 1.240  0.0245
C: 0.304 0.527 -1.670  0.0174
C: -1.584 0.229 -0.184  0.0062
P: 3.127 -1.553 0.064  0.6305
H: 0.082 -3.105 1.460  0.0067
H: 0.753 -1.035 2.948  0.0017
H: -0.599 -2.450 -0.957  0.0000
H: 1.845 -2.069 -1.748  0.0257
H: 1.821 1.457 2.028  0.0022
H: 0.155 1.927 1.799  0.0026
H: 1.306 2.055 0.330  0.0045
H: 0.250 1.542 -1.286  0.0003
H: -0.233 0.045 -2.519  0.0008
H: 1.412 0.362 -1.818  0.0097
H: -2.003 0.336 -1.213  0.0001
H: -1.597 1.317 0.088  0.0011
H: -2.127 -0.589 0.328  0.0003

Gap between HOMO and LUMO (spin up / spin down)   0.232 / 0.274 Ha
Highest occupied orbital energy (spin up / spin down)   -0.2049 / -0.3216 Eh
Spin multiplicity   3
LUMO (spin up / spin down)   0.02737 / -0.04783 Eh
Expectation value of S²   2.012
Relative energy (zero: lowest compared OMol25 entry of this formula, charge and spin)   55.7 kJ/mol

[7]
DFT (wB97M-V/def2-TZVPD) results for a molecular structure, C10H14BBrIrN6 at a distorted geometry.

Each line ends with the Löwdin spin population.
CARTESIAN COORDINATES (ANGSTROEM)
C: 0.432 -0.232 2.957  0.1378
N: 0.107 0.028 1.663  0.1616
N: -0.800 -0.963 1.264  0.1303
C: -1.141 -1.696 2.353  0.1545
C: -0.370 -1.271 3.426  0.4291
B: -1.271 -1.193 -0.213  0.0123
N: -1.608 0.269 -0.634  0.1102
N: -0.827 1.389 -0.291  0.2127
C: -1.359 2.443 -0.959  0.0971
C: -2.568 2.062 -1.537  0.4218
C: -2.709 0.698 -1.298  0.1650
Ir: 0.909 1.572 0.769  1.1839
N: -0.092 -1.802 -1.044  0.0785
N: 1.007 -0.992 -1.045  0.2169
C: 2.020 -1.654 -1.578  0.0293
C: 1.565 -2.898 -2.083  0.4112
C: 0.202 -2.951 -1.716  0.2542
H: 2.998 -1.196 -1.553  -0.0014
H: -0.561 -3.692 -1.881  0.0060
H: 2.166 -3.609 -2.624  0.0133
H: -2.228 -1.902 -0.261  0.0005
H: -3.496 0.006 -1.537  0.0027
H: -1.908 -2.445 2.273  0.0023
H: -3.249 2.706 -2.057  0.0135
H: -0.368 -1.645 4.427  0.0137
H: -0.836 3.397 -0.971  0.0000
H: 1.229 0.341 3.415  0.0010
H: 1.832 1.920 -0.677  0.0415
C: 1.892 2.923 -0.130  0.1887
H: 1.339 3.681 -0.656  0.0114
H: 1.627 2.873 1.024  0.0276
H: 2.955 3.126 -0.120  0.0085
Br: 3.114 0.707 1.291  0.4645

Gap between HOMO and LUMO (spin up / spin down)   0.351 / 0.206 Ha
Highest occupied orbital energy (spin up / spin down)   -0.8965 / -0.8888 Eh
Spin multiplicity   6
LUMO (spin up / spin down)   -0.54524 / -0.68235 Eh
Expectation value of S²   8.785
Charge   +4
Relative energy (zero: lowest compared OMol25 entry of this formula, charge and spin)   0.0 kJ/mol

[8]
DFT (wB97M-V/def2-TZVPD) results for a molecular structure, C10H14Br2Si at a distorted geometry.

Each line ends with the Löwdin spin population.
CARTESIAN COORDINATES (ANGSTROEM)
C: -2.823 2.080 0.659  0.1133
C: -1.726 2.030 1.534  -0.0129
C: -2.601 1.866 -0.708  -0.0022
C: -0.502 1.548 1.046  0.0949
C: -1.290 1.634 -1.192  0.0927
C: -0.290 1.382 -0.268  0.0726
C: 2.630 -1.869 -0.987  -0.0002
C: 1.239 -1.378 1.906  -0.0020
C: -0.539 -1.883 -0.942  0.0388
C: 0.866 0.683 -0.736  0.6105
Si: 1.053 -1.189 -0.069  0.0848
Br: 2.740 1.534 0.268  0.7703
Br: 1.395 0.882 -2.548  0.1212
H: -3.879 2.427 0.999  0.0046
H: -1.958 2.046 2.612  -0.0028
H: -3.452 2.065 -1.493  -0.0016
H: 0.311 1.356 1.780  0.0035
H: -1.127 1.449 -2.262  0.0054
H: 2.812 -2.850 -0.458  0.0005
H: 2.461 -2.079 -1.981  0.0005
H: 3.467 -1.205 -0.761  -0.0002
H: 0.721 -2.318 2.237  -0.0003
H: 2.260 -1.684 2.141  0.0001
H: 0.901 -0.535 2.527  -0.0001
H: -1.191 -1.061 -0.954  0.0011
H: -0.464 -2.181 -1.944  0.0017
H: -1.014 -2.754 -0.405  0.0057

Gap between HOMO and LUMO (spin up / spin down)   0.255 / 0.207 Ha
Highest occupied orbital energy (spin up / spin down)   -0.2316 / -0.3382 Eh
Spin multiplicity   3
LUMO (spin up / spin down)   0.02372 / -0.13090 Eh
Expectation value of S²   2.024

[9]
DFT (wB97M-V/def2-TZVPD) results for a molecular structure, C10H14Cl6O6 at a distorted geometry.

Each line ends with the Mulliken charge.
CARTESIAN COORDINATES (ANGSTROEM)
C: 0.964 -0.248 2.045  2.4232
Cl: 1.444 -1.976 1.941  -0.0545
Cl: 1.768 0.496 0.777  -0.3576
Cl: 1.258 0.637 3.573  -0.1864
H: -0.073 -0.090 1.748  -1.5293
C: -2.576 -0.327 2.860  0.1881
Cl: -1.145 -1.231 2.481  -0.0848
Cl: -3.582 -0.053 1.399  -0.3433
Cl: -1.861 1.170 3.516  -0.1085
H: -3.068 -0.731 3.745  0.4667
C: -2.913 -1.613 0.251  -1.5076
C: -1.694 -0.503 0.419  0.6332
C: -0.315 -1.083 0.327  -1.0216
O: 0.268 -0.104 -0.461  0.2415
C: -0.708 0.458 -1.327  0.0584
O: -0.552 1.061 -2.386  -0.4220
O: -1.874 0.354 -0.732  -0.3124
H: -2.763 -2.539 0.806  0.4494
H: -2.962 -1.913 -0.795  0.4814
H: -3.909 -1.234 0.482  0.2669
H: -1.696 0.194 1.257  0.3327
H: -0.270 -2.072 -0.128  0.3983
H: 0.423 -1.103 1.128  -0.1935
C: 1.741 2.200 -0.720  -1.6928
C: 1.915 0.788 -1.235  2.0145
C: 1.175 0.381 -2.427  -0.6239
O: 2.071 -0.211 -3.308  -0.4117
C: 3.318 -0.036 -2.879  0.4391
O: 4.337 -0.292 -3.537  -0.6367
O: 3.265 0.544 -1.672  -0.5480
H: 2.545 2.911 -0.910  0.4821
H: 1.778 2.180 0.369  0.3218
H: 0.891 2.836 -0.968  0.3859
H: 1.647 0.027 -0.501  -0.2128
H: 0.889 1.301 -2.937  0.4565
H: 0.268 -0.178 -2.201  0.2075

Gap between HOMO and LUMO   0.300 Ha
Highest occupied orbital energy   -0.3072 Eh
LUMO   -0.00675 Eh